The following is a DFT calculation (ωB97M-V/def2-TZVPD) of a 2-piece molecular cluster, C3H3NO2S overall in a non-equilibrium geometry.

Each line ends with the Löwdin charge.
Positions of all 10 atoms, in Å:
S: -3.0999 0.3173 -1.3261  0.741
O: -2.1802 0.8839 -0.3290  -0.710
O: 0.7702 -1.1424 1.8201  0.134
N: -0.4318 -2.1571 -1.0612  0.189
C: 0.9673 0.7288 0.2374  -0.026
C: 0.0183 -1.4060 -0.3072  -0.158
C: 0.7311 -0.6530 0.7127  -0.438
H: 0.0693 1.4402 0.2900  0.115
H: 1.3310 0.7386 -0.7265  0.055
H: 1.8247 1.2497 0.6897  0.097

As for the largest force on an atom: 3.2 eV Å⁻¹. Its energy is -719.42744 Eh. As for the total charge: 0. Its spin multiplicity is 1. The HOMO energy (spin up / spin down) is -9.542 / -9.561 eV. The HOMO-LUMO gap (spin up / spin down) is 7.8 / 7.8 eV.